Record 1
155
Properties=species:S:1:pos:R:3 method="wB97M-V/def2-TZVPD" charge=0 multiplicity=1 homo_lumo_gap_ev=9.06 smiles=COC[C@H](C)N.COCCNCCOC.COCCNCCOC.COCCNCCOC.COCCNCCOC.COCCNCCOC.CCO.CCO
C 2.688 4.095 2.868
O 2.279 5.046 1.839
C 3.283 5.656 1.062
C 2.715 6.965 0.520
N 1.616 6.821 -0.299
C 1.750 5.972 -1.495
C 0.685 6.296 -2.497
O 0.652 5.402 -3.615
C -0.296 5.603 -4.548
H 2.852 3.190 2.283
H 1.823 3.973 3.520
H 3.615 4.287 3.409
H 3.570 5.036 0.213
H 4.260 5.804 1.522
H 3.500 7.438 -0.071
H 2.513 7.747 1.252
H 0.974 6.341 0.315
H 1.590 4.922 -1.252
H 2.765 6.112 -1.865
H 0.912 7.288 -2.889
H -0.297 6.280 -2.023
H -1.204 6.106 -4.218
H -0.436 4.655 -5.069
H 0.275 6.279 -5.185
C 3.946 0.128 4.660
O 4.425 -0.617 3.508
C 3.422 -1.093 2.626
C 4.004 -1.065 1.132
N 2.977 -1.529 0.134
C 3.252 -0.975 -1.218
C 4.457 -1.764 -1.959
O 4.780 -1.171 -3.178
C 4.653 0.227 -3.319
H 2.993 0.651 4.567
H 4.535 0.895 5.163
H 3.802 -0.621 5.438
H 2.565 -0.420 2.588
H 2.958 -2.019 2.964
H 4.876 -1.716 1.070
H 4.282 -0.015 1.039
H 3.026 -2.538 0.115
H 3.394 0.094 -1.056
H 2.396 -1.183 -1.859
H 4.102 -2.775 -2.159
H 5.370 -1.832 -1.367
H 3.654 0.661 -3.340
H 5.115 0.686 -4.193
H 5.192 0.782 -2.551
C -0.243 0.251 -5.830
O -0.468 -1.080 -5.470
C -0.532 -1.124 -4.046
C -0.328 -2.525 -3.578
N 1.061 -2.859 -3.548
C 1.333 -4.366 -3.396
C 2.367 -4.665 -4.534
O 2.011 -3.980 -5.745
C 2.756 -4.470 -6.818
H -0.013 0.310 -6.894
H 0.540 0.820 -5.329
H -1.122 0.893 -5.784
H -1.530 -0.777 -3.779
H 0.135 -0.402 -3.575
H -0.980 -3.081 -4.253
H -0.797 -2.757 -2.622
H 1.503 -2.748 -4.449
H 0.509 -5.075 -3.475
H 1.599 -4.615 -2.369
H 2.305 -5.737 -4.716
H 3.391 -4.371 -4.302
H 2.570 -3.708 -7.575
H 2.435 -5.423 -7.239
H 3.829 -4.543 -6.643
C -5.399 2.942 3.351
O -4.340 2.613 2.413
C -4.252 1.237 2.164
C -3.463 0.494 3.237
N -2.180 1.221 3.394
C -1.323 0.692 4.451
C 0.013 1.321 4.518
O 0.633 1.425 5.833
C 0.001 2.435 6.710
H -5.587 2.252 4.174
H -6.277 2.731 2.741
H -5.500 3.971 3.694
H -3.762 1.156 1.194
H -5.159 0.681 1.929
H -3.362 -0.571 3.028
H -4.056 0.440 4.151
H -2.440 2.186 3.251
H -1.121 -0.348 4.198
H -1.830 0.905 5.393
H -0.136 2.341 4.164
H 0.698 0.731 3.909
H 0.539 2.476 7.657
H -1.045 2.229 6.937
H 0.063 3.374 6.159
C -4.268 -2.376 -1.793
O -3.772 -3.621 -2.423
C -2.876 -4.389 -1.581
C -3.562 -5.053 -0.441
N -2.771 -5.888 0.474
C -3.648 -6.303 1.550
C -2.708 -6.659 2.742
O -1.642 -7.539 2.341
C -2.008 -8.889 2.067
H -4.877 -1.945 -2.587
H -3.542 -1.588 -1.595
H -4.907 -2.594 -0.938
H -1.965 -3.830 -1.365
H -2.425 -5.167 -2.197
H -4.159 -5.824 -0.929
H -4.149 -4.319 0.113
H -1.999 -5.364 0.861
H -4.096 -7.209 1.141
H -4.365 -5.515 1.778
H -3.276 -6.955 3.624
H -2.208 -5.765 3.114
H -1.071 -9.419 1.894
H -2.779 -8.932 1.298
H -2.491 -9.248 2.976
C 0.586 1.360 0.780
C -0.519 0.427 0.346
C -1.498 1.089 -0.615
O -0.870 1.453 -1.829
C -1.628 2.452 -2.437
N 0.114 -0.616 -0.378
H 1.051 1.977 0.012
H 1.278 0.787 1.397
H 0.313 2.183 1.440
H -1.012 0.080 1.254
H -1.805 1.936 -0.002
H -2.458 0.613 -0.815
H -1.167 2.647 -3.405
H -1.687 3.452 -2.008
H -2.654 2.096 -2.525
H 0.144 -0.480 -1.378
H 1.084 -0.778 -0.146
C -2.586 5.173 0.995
C -1.099 5.430 0.879
O -0.557 5.024 2.121
H -2.765 4.126 1.237
H -3.044 5.600 0.103
H -3.071 5.773 1.765
H -1.106 6.475 0.571
H -0.668 4.832 0.076
H 0.363 4.809 1.949
C 0.893 -3.586 1.510
C -0.219 -2.661 2.174
O -1.312 -2.343 1.458
H 1.799 -3.615 2.117
H 1.053 -3.258 0.483
H 0.718 -4.605 1.165
H 0.201 -1.689 2.435
H -0.509 -3.016 3.163
H -1.103 -1.767 0.719

***

Record 2
171
Properties=species:S:1:pos:R:3 method="wB97M-V/def2-TZVPD" charge=-1 multiplicity=2 homo_lumo_gap_ev="1.94 / 8.24"
C -3.947 -4.355 -1.735
C -4.690 -3.106 -2.136
N -5.692 -2.623 -1.248
C -6.624 -3.726 -0.958
C -7.620 -4.023 -2.008
C -6.110 -1.249 -1.548
C -6.862 -0.557 -0.378
H -3.075 -4.141 -1.117
H -3.455 -4.692 -2.647
H -4.412 -5.224 -1.269
H -3.976 -2.294 -2.271
H -5.091 -3.231 -3.142
H -6.191 -4.678 -0.650
H -7.126 -3.450 -0.031
H -7.217 -4.255 -2.993
H -8.204 -4.875 -1.660
H -8.348 -3.222 -2.139
H -6.530 -1.240 -2.554
H -5.346 -0.474 -1.496
H -7.158 0.450 -0.671
H -6.146 -0.477 0.439
H -7.786 -1.033 -0.050
C 1.323 -0.988 2.747
C 0.323 -0.712 1.544
N 0.869 -0.964 0.198
C 0.053 -0.443 -0.861
C -1.436 -0.839 -0.770
C 2.306 -0.591 0.003
C 2.857 -1.059 -1.332
H 1.979 -1.815 2.475
H 0.776 -1.315 3.631
H 1.842 -0.083 3.063
H -0.492 -1.420 1.696
H -0.024 0.320 1.588
H 0.051 0.647 -0.824
H 0.383 -0.762 -1.850
H -1.976 -0.515 -1.659
H -1.593 -1.917 -0.717
H -2.021 -0.301 -0.024
H 2.888 -1.128 0.751
H 2.484 0.474 0.157
H 2.959 -0.252 -2.057
H 2.245 -1.846 -1.774
H 3.795 -1.593 -1.183
C 0.407 0.880 -5.304
C -0.406 -0.076 -4.463
N -1.358 -0.880 -5.187
C -2.520 -0.106 -5.638
C -3.673 -0.028 -4.619
C -1.789 -2.130 -4.640
C -0.500 -3.051 -4.430
H 1.304 1.158 -4.750
H -0.093 1.761 -5.707
H 0.796 0.432 -6.219
H 0.398 -0.727 -4.119
H -0.844 0.385 -3.578
H -2.201 0.916 -5.844
H -2.960 -0.538 -6.536
H -3.209 0.390 -3.726
H -4.443 0.639 -5.006
H -4.287 -0.900 -4.392
H -2.362 -2.453 -5.509
H -2.371 -2.099 -3.719
H 0.119 -3.034 -5.327
H -0.738 -4.094 -4.220
H 0.070 -2.625 -3.605
O -0.527 2.487 -2.408
S -1.456 3.589 -2.792
O -0.843 4.759 -3.425
O -2.644 3.050 -3.809
C -3.357 4.098 -4.623
C -4.067 3.376 -5.864
C -2.523 3.949 -1.325
H -2.644 4.799 -5.057
H -4.058 4.724 -4.071
H -3.328 2.969 -6.555
H -4.635 4.188 -6.318
H -4.729 2.593 -5.494
H -1.842 3.906 -0.475
H -3.268 3.156 -1.390
H -2.911 4.965 -1.401
O -0.180 2.631 4.332
S -0.899 1.727 5.222
O -1.282 0.386 4.741
O -0.177 1.581 6.649
C -0.611 0.586 7.530
C 0.094 0.669 8.851
C -2.440 2.620 5.791
H -0.313 -0.376 7.112
H -1.682 0.701 7.701
H 1.163 0.677 8.641
H -0.201 -0.158 9.497
H -0.003 1.717 9.137
H -2.651 2.513 6.855
H -3.280 2.349 5.150
H -2.195 3.681 5.736
O 3.544 3.805 -0.241
S 2.912 3.515 1.031
O 3.524 2.457 1.886
O 2.690 4.870 1.917
C 3.134 6.084 1.508
C 2.046 6.818 0.668
C 1.118 2.966 0.818
H 4.097 6.114 0.998
H 2.974 6.684 2.404
H 1.985 6.436 -0.351
H 2.144 7.882 0.452
H 1.106 6.812 1.219
H 1.124 2.036 1.386
H 1.155 2.592 -0.206
H 0.335 3.705 0.987
O 5.159 3.089 4.618
S 4.595 2.550 5.841
O 5.378 2.084 6.958
O 3.494 3.731 6.347
C 3.100 4.792 5.502
C 3.940 5.967 5.993
C 3.454 1.197 5.346
H 2.075 5.123 5.669
H 3.330 4.473 4.485
H 4.990 5.690 6.090
H 3.685 6.258 7.011
H 3.890 6.786 5.276
H 3.040 0.631 6.181
H 4.106 0.490 4.833
H 2.702 1.646 4.698
O 6.138 -1.988 2.253
S 6.732 -1.184 1.207
O 8.159 -0.817 1.213
O 6.252 -1.808 -0.290
C 7.180 -1.719 -1.340
C 7.004 -0.388 -2.030
C 5.878 0.438 1.079
H 6.991 -2.517 -2.058
H 8.229 -1.723 -1.046
H 5.976 -0.026 -2.010
H 7.276 -0.432 -3.085
H 7.585 0.396 -1.544
H 6.086 1.034 0.190
H 6.183 1.092 1.896
H 4.795 0.416 1.204
O 6.656 -2.295 -4.550
S 5.196 -2.451 -4.702
O 4.626 -3.311 -5.752
O 4.573 -3.006 -3.315
C 3.516 -3.960 -3.261
C 3.568 -4.695 -1.943
C 4.270 -0.787 -4.720
H 3.501 -4.689 -4.071
H 2.619 -3.341 -3.231
H 3.370 -4.084 -1.061
H 4.436 -5.326 -1.753
H 2.686 -5.327 -1.841
H 4.738 -0.211 -5.517
H 4.582 -0.228 -3.837
H 3.229 -1.045 -4.916
O -3.074 -6.582 3.102
S -3.530 -5.241 3.402
O -3.938 -4.866 4.729
O -2.389 -4.129 2.771
C -2.273 -2.900 3.496
C -3.223 -1.852 3.058
C -4.842 -4.966 2.124
H -1.231 -2.653 3.296
H -2.222 -2.874 4.584
H -2.970 -0.932 3.583
H -4.225 -2.063 3.432
H -3.364 -1.660 1.994
H -5.727 -5.428 2.561
H -4.590 -5.386 1.150
H -5.099 -3.920 2.289

***

> Among the records above, which one has the highest multiplicity?

C39H101N3O21S7

***

> What is the multiplicity in the first record?

1